Density functional theory data (wB97M-V/def2-TZVPD) for a molecular structure, C32H38BrCrN6O5.

Largest force on an atom = 0.41 eV Å⁻¹
2S+1 = 2
Energy = -151433.9940 eV
Highest occupied orbital energy (alpha / beta) = -13.615 / -13.618 eV
Charge = +2
HOMO-LUMO gap (alpha / beta) = 7.80 / 8.36 eV
Relative energy (zero: lowest compared OMol25 entry of this formula, charge and spin) = 0.0 kcal per mole

Last column: Löwdin charge in e.
Atoms and positions in Å:
Cr1 0.838 0.213 -1.259  0.8385
O1 0.017 1.268 0.324  -0.0781
C1 0.240 0.746 1.654  -0.2739
C2 1.052 -0.550 1.400  -0.5133
O2 1.142 -1.441 2.197  0.1500
O3 1.631 -0.586 0.205  -0.1413
C3 1.059 1.732 2.480  -0.1395
C4 2.159 1.351 3.236  -0.0087
C5 2.824 2.292 4.012  -0.0528
C6 2.413 3.616 4.019  -0.0585
C7 1.311 3.998 3.266  -0.0488
C8 0.626 3.055 2.520  -0.0223
C9 -1.114 0.535 2.313  -0.1411
C10 -1.211 -0.211 3.487  0.0002
C11 -2.427 -0.319 4.142  -0.0481
C12 -3.550 0.341 3.657  -0.0749
C13 -3.452 1.098 2.502  -0.0815
C14 -2.242 1.188 1.825  -0.0459
H1 0.063 2.235 0.321  0.1238
H2 2.486 0.320 3.261  0.1215
H3 3.665 1.983 4.618  0.1161
H4 2.934 4.344 4.624  0.1145
H5 0.965 5.021 3.289  0.1150
H6 -0.281 3.357 2.005  0.1222
H7 -0.337 -0.702 3.889  0.1217
H8 -2.490 -0.899 5.051  0.1147
H9 -4.486 0.280 4.192  0.1087
H10 -4.313 1.637 2.128  0.1091
H11 -2.191 1.777 0.919  0.1190
C15 5.505 2.546 0.514  -0.0152
C16 4.399 2.663 -0.490  -0.2167
C17 4.390 3.643 -1.475  0.0225
C18 3.378 3.665 -2.416  -0.0688
C19 2.390 2.700 -2.338  -0.7008
Br1 1.077 2.649 -3.687  0.9209
N1 2.341 1.770 -1.381  -0.0362
C20 3.343 1.762 -0.482  -0.0477
H12 6.226 3.351 0.392  0.0899
H13 6.033 1.599 0.400  0.0969
H14 5.109 2.589 1.526  0.0829
H15 5.185 4.375 -1.525  0.1345
H16 3.358 4.392 -3.212  0.1159
H17 3.303 0.973 0.254  0.1220
N2 -0.378 -1.542 -1.055  0.0667
C21 -1.445 -1.505 -2.068  -0.2430
C22 -2.587 -2.522 -1.932  -0.1196
C23 -3.095 -2.885 -0.536  -0.1537
C24 -3.765 -1.775 0.265  -0.1450
N3 -4.771 -1.049 -0.500  0.1104
C25 -6.067 -0.962 -0.263  -0.4206
N4 -6.799 -0.128 -1.005  0.2135
N5 -6.674 -1.669 0.694  0.2204
C26 -1.807 -0.013 -2.158  -0.5249
O4 -2.939 0.412 -2.268  0.0940
O5 -0.744 0.744 -2.147  -0.1876
H18 0.210 -2.372 -1.120  0.1149
H19 -0.784 -1.555 -0.120  0.1112
H20 -0.960 -1.704 -3.030  0.1394
H21 -2.257 -3.453 -2.398  0.1243
H22 -3.410 -2.163 -2.555  0.1243
H23 -2.276 -3.275 0.076  0.1215
H24 -3.792 -3.717 -0.651  0.1249
H25 -3.041 -1.042 0.626  0.1043
H26 -4.212 -2.196 1.164  0.1204
H27 -4.384 -0.469 -1.254  0.1207
H28 -6.363 0.465 -1.692  0.1352
H29 -7.798 -0.075 -0.907  0.1327
H30 -6.187 -2.383 1.206  0.1176
H31 -7.665 -1.592 0.843  0.1348
N6 1.724 -0.681 -2.965  0.0438
C27 2.430 -1.941 -2.858  -0.2812
C28 3.795 -1.921 -2.630  -0.0191
C29 4.478 -3.118 -2.470  -0.0464
C30 3.800 -4.325 -2.544  -0.0562
C31 2.436 -4.335 -2.793  -0.0522
C32 1.744 -3.142 -2.948  -0.0489
H32 2.392 0.024 -3.277  0.0848
H33 1.018 -0.711 -3.701  0.1179
H34 4.328 -0.980 -2.578  0.1190
H35 5.544 -3.104 -2.294  0.1176
H36 4.335 -5.255 -2.425  0.1162
H37 1.908 -5.273 -2.883  0.1159
H38 0.691 -3.166 -3.205  0.1056

Density functional theory data (wB97M-V/def2-TZVPD) for a molecular structure, C32H38Cl6N4O4P3V.

Largest force on an atom = 2.96 eV Å⁻¹
2S+1 = 2
Energy = -176639.0240 eV
Highest occupied orbital energy (alpha / beta) = -9.160 / -8.789 eV
Charge = +1
HOMO-LUMO gap (alpha / beta) = 4.58 / 4.46 eV

Last column: Löwdin charge in e.
Atoms and positions in Å:
V1 0.746 -0.293 -0.527  0.4934
C1 0.061 0.195 5.178  -0.0658
N1 -0.084 0.688 3.808  -0.2755
C2 -1.203 1.620 3.621  -0.0643
P1 0.354 -0.291 2.588  0.5062
O1 0.260 0.473 1.280  -0.3597
O2 -0.689 -1.525 2.601  -0.2439
P2 -0.919 -2.467 1.274  0.5300
O3 0.213 -2.214 0.335  -0.3186
N2 -0.980 -3.981 1.833  -0.2999
C3 -1.227 -4.355 3.222  -0.0848
C4 -0.516 -5.058 0.944  -0.0425
N3 -2.405 -2.083 0.704  -0.2549
C5 -3.591 -2.727 1.289  -0.0663
C6 -2.705 -0.723 0.246  -0.0922
N4 1.796 -0.947 2.882  -0.2990
C7 2.933 -0.019 2.973  -0.0924
C8 2.017 -2.250 3.505  -0.0592
H1 0.189 1.043 5.848  0.0966
H2 0.941 -0.442 5.263  0.0732
H3 -0.819 -0.371 5.498  0.0954
H4 -1.035 2.505 4.234  0.0976
H5 -2.152 1.165 3.920  0.0967
H6 -1.268 1.922 2.581  0.0450
H7 -1.472 -3.482 3.821  0.0793
H8 -0.342 -4.833 3.649  0.0910
H9 -2.057 -5.060 3.282  0.0922
H10 -0.420 -4.698 -0.080  0.0785
H11 -1.235 -5.879 0.957  0.0967
H12 0.456 -5.436 1.268  0.0984
H13 -3.371 -3.754 1.565  0.0744
H14 -4.382 -2.736 0.540  0.0965
H15 -3.953 -2.186 2.170  0.0946
H16 -1.875 -0.278 -0.287  0.0409
H17 -2.979 -0.067 1.078  0.0960
H18 -3.532 -0.766 -0.458  0.0824
H19 2.708 0.915 2.462  0.0794
H20 3.800 -0.465 2.488  0.0791
H21 3.173 0.193 4.019  0.0934
H22 1.084 -2.794 3.616  0.0634
H23 2.471 -2.127 4.490  0.0925
H24 2.691 -2.839 2.882  0.1026
Cl1 -0.198 -6.399 -3.837  0.6875
C9 -0.149 -4.752 -3.355  -0.7188
C10 1.009 -4.215 -2.785  -0.7517
Cl2 2.426 -5.166 -2.534  0.6635
C11 0.981 -2.907 -2.420  -0.0304
Cl3 2.782 -0.826 -0.304  0.3048
C12 -0.083 -2.046 -2.510  -0.4588
O4 -0.054 -0.769 -2.057  -0.2935
C13 -1.225 -2.586 -3.105  -0.6075
Cl4 -2.600 -1.556 -3.280  0.7159
C14 -1.261 -3.920 -3.517  -0.7011
Cl5 -2.698 -4.546 -4.222  0.6820
Cl6 2.694 0.042 -3.676  0.7449
C15 1.795 1.418 -4.212  -0.6304
C16 1.914 1.765 -5.550  -0.0951
C17 1.281 2.896 -6.030  -0.0570
C18 0.542 3.692 -5.168  -0.0615
C19 0.418 3.331 -3.838  -0.0883
C20 1.015 2.171 -3.332  -0.3223
P3 0.823 1.843 -1.521  1.0550
C21 -0.899 2.349 -1.176  -0.3594
C22 -1.210 2.904 0.068  -0.1217
C23 -2.528 3.167 0.411  -0.0755
C24 -3.551 2.860 -0.477  -0.0641
C25 -3.253 2.285 -1.704  -0.0602
C26 -1.935 2.024 -2.053  -0.0905
C27 1.923 3.143 -0.866  -0.3322
C28 3.261 2.801 -0.670  -0.0931
C29 4.181 3.778 -0.315  -0.0633
C30 3.771 5.093 -0.144  -0.0661
C31 2.437 5.434 -0.328  -0.0626
C32 1.515 4.465 -0.695  -0.0880
H25 2.519 1.147 -6.202  0.1112
H26 1.380 3.168 -7.074  0.1161
H27 0.066 4.594 -5.533  0.1131
H28 -0.150 3.968 -3.174  0.1061
H29 -0.408 3.146 0.754  0.1025
H30 -2.760 3.620 1.369  0.1111
H31 -4.580 3.070 -0.209  0.1127
H32 -4.048 2.044 -2.399  0.1165
H33 -1.715 1.555 -3.003  0.1074
H34 3.579 1.775 -0.801  0.0592
H35 5.222 3.512 -0.174  0.1120
H36 4.493 5.853 0.128  0.1112
H37 2.114 6.460 -0.194  0.1116
H38 0.479 4.743 -0.847  0.1021

What is the formula in the second record? C32H38Cl6N4O4P3V